C35H37BrP2Re as an isolated structure. Source: the OMol25 dataset; level of theory: ωB97M-V with the def2-TZVPD basis set.

```
76
Properties=species:S:1:pos:R:3:forces:R:3
Re 5.40381 -0.91476 -0.82562 -7.277 -4.341 -1.491
Br 3.44928 -2.11414 -1.83794 0.907 0.321 0.005
P 1.87860 0.75378 1.44137 1.271 -0.707 0.386
P 1.24868 1.57162 -2.11435 -2.583 -0.608 -1.506
C 8.22441 -0.77813 -0.46627 0.747 -0.045 0.439
C -1.38483 4.74820 -2.41153 -0.098 0.284 0.110
C 3.10899 -0.70641 -5.65002 0.172 0.050 -0.033
C 3.13480 1.32048 -4.32893 -0.104 -0.308 0.200
C 6.76779 1.67430 -1.47875 0.384 0.581 0.419
C 2.96626 -0.50147 2.30794 1.242 0.504 0.139
C 2.86367 1.69974 0.24156 0.368 0.481 -1.213
C -0.43754 3.84355 -1.94049 0.310 -0.496 -0.543
C 6.60371 1.68491 0.05399 -0.827 0.569 -0.114
C 2.22877 2.71785 3.33036 -0.166 -0.214 -0.080
C 0.62266 -0.22601 0.63379 -0.605 -0.264 0.023
C 3.15718 -0.52202 3.71167 -0.913 -0.250 -0.363
C 0.04119 3.19198 -4.21785 0.386 -0.348 0.432
C 0.25184 1.28725 3.62334 0.397 0.300 -0.043
C -0.90399 4.11348 -4.66985 -0.201 0.258 0.147
C 6.10741 0.33329 0.56694 3.419 1.624 2.985
C -1.63631 4.90141 -3.77631 0.547 -0.758 0.141
C 3.76996 -2.88043 3.60972 -0.320 0.486 -0.040
C 3.57718 -1.55572 1.60373 -0.453 -0.228 -0.569
C 6.59688 -0.77152 -2.39610 1.818 1.422 -2.676
C 3.83777 -2.78291 2.21017 0.603 0.258 0.135
C 2.04270 -1.20038 -4.89926 -0.208 -0.339 -0.413
C 5.97268 0.50974 -2.01955 0.926 1.280 -2.389
C 1.44791 -0.39573 -3.94717 0.369 0.416 0.570
C 3.47359 -1.72628 4.35509 0.462 -0.310 -0.282
C 0.26767 2.99982 -2.83613 0.169 1.038 0.381
C 2.04098 0.83388 -3.59771 0.005 -0.098 0.178
C 3.64663 0.55971 -5.38180 -0.142 -0.212 -0.001
C 1.34320 1.73227 2.84759 -0.169 0.236 0.166
C 6.95634 -0.84468 0.37846 2.324 1.692 3.061
C 2.02960 3.25654 4.60070 -0.027 0.185 0.091
C 0.04105 1.85963 4.88212 0.215 0.211 -0.008
C 2.59848 2.05781 -1.05908 1.339 1.058 1.209
C 8.02313 -1.05327 -1.97234 0.006 -0.562 0.054
C 0.92231 2.84440 5.36121 0.132 -0.174 -0.039
H 3.81253 -1.43606 0.50800 -1.296 -0.405 1.121
H 5.09293 0.83237 -2.59034 0.184 -0.352 -0.285
H 0.55793 -0.71613 -3.39793 0.385 -0.062 -0.167
H -0.31023 -0.14891 1.19397 0.007 -0.057 0.007
H 0.76947 3.27798 6.35827 0.024 -0.241 -0.508
H 3.27772 2.76708 -1.57321 0.265 -0.476 0.730
H -0.79413 1.52842 5.50940 0.342 0.160 -0.348
H -1.08408 4.22774 -5.73672 0.161 -0.085 0.177
H 6.36897 2.61244 -1.89238 0.068 -0.365 0.065
H 8.75036 0.17168 -0.32017 -0.351 0.029 0.056
H -2.38271 5.60296 -4.13387 0.119 -0.097 0.067
H 8.90501 -1.52319 -0.04352 -0.143 -0.054 -0.186
H 2.74661 3.99646 5.00641 -0.635 -0.508 -0.331
H 5.58362 0.43299 1.52052 -0.150 -0.535 -0.187
H 3.84223 2.01733 0.66100 -0.851 0.003 -0.166
H 3.08113 3.03118 2.71439 -0.348 -0.062 0.355
H 1.66739 -2.22548 -5.03026 0.142 0.604 -0.268
H -0.21828 3.79022 -0.87509 -0.246 -0.064 -0.090
H 8.28224 -2.10037 -2.18365 -0.293 0.227 -0.045
H 3.99644 -3.82323 4.11179 -0.203 0.299 -0.180
H 7.51704 1.98883 0.58008 -0.040 -0.298 -0.007
H 3.51754 -1.30910 -6.46228 -0.022 0.154 0.281
H 8.73677 -0.46962 -2.55976 -0.136 0.162 -0.022
H -1.95013 5.35341 -1.70351 0.227 -0.114 -0.091
H -0.40035 0.49115 3.25614 0.164 0.299 0.213
H 4.47010 0.94369 -5.98674 -0.251 -0.118 0.169
H 3.59525 2.27731 -4.08059 -0.166 -0.111 -0.079
H 6.36453 -1.10929 -3.40282 -0.493 -0.619 0.294
H 5.85651 2.44814 0.32257 0.221 -0.200 -0.042
H 4.11387 -3.64188 1.58923 0.111 0.354 0.317
H 7.83050 1.66117 -1.77150 -0.443 -0.260 0.029
H 3.47376 -1.77048 5.44827 0.174 0.100 -0.437
H 0.93088 -1.27225 0.60807 0.086 0.062 0.139
H 0.62518 2.63414 -4.95235 -0.274 0.020 0.222
H 0.43404 0.09394 -0.39951 0.158 0.185 0.343
H 7.03233 -1.47418 1.27819 -0.466 -0.239 -0.502
H 3.01826 0.38166 4.30573 -0.456 -0.325 -0.113
```
Forces are in eV/Å.

Summary:
E: -127625.095 eV
Expectation value of S²: 3.762
Charge: +2
Spin multiplicity: 4
HOMO (alpha / beta): -12.76 / -12.76 eV

***

C35H37Cl2N4O5P2Ta as an isolated structure. Source: the OMol25 dataset; level of theory: ωB97M-V with the def2-TZVPD basis set.

```
86
Properties=species:S:1:pos:R:3:forces:R:3
Ta 11.59762 11.56346 14.97106 0.203 0.710 -1.276
Cl 13.69164 15.88519 16.26545 0.124 0.453 0.588
Cl 14.26047 15.41864 13.46616 0.915 0.158 -0.674
P 10.90279 9.38152 13.41869 -0.120 0.379 0.449
P 12.73281 10.85902 10.82326 -0.672 -0.188 -0.086
O 10.27323 11.23648 18.94928 1.020 0.039 -1.108
O 12.81828 13.17375 15.87906 -0.119 -0.736 0.017
O 12.15547 13.35476 13.80553 -0.146 -0.459 0.751
O 9.89000 12.21710 14.44864 -0.356 -0.070 0.513
O 7.65064 11.95259 14.81843 0.071 0.438 0.056
N 12.64869 10.15971 16.48097 -1.761 -0.895 0.546
N 15.80386 12.16026 14.37628 -0.109 1.282 -0.719
N 10.60472 11.54296 16.66281 -1.271 -0.071 1.935
N 13.56755 11.19404 14.18733 1.445 0.304 -0.011
C 10.30368 7.13246 17.34424 -0.732 0.557 1.616
C 6.79306 9.67338 11.47764 -0.565 -1.773 -0.154
C 9.43427 8.17267 16.97605 0.539 -0.449 -1.392
C 16.67543 11.11854 9.70665 1.748 1.627 -0.110
C 14.65178 12.82314 10.42430 -0.991 0.542 0.235
C 11.41883 7.27670 15.27494 0.263 0.570 -0.337
C 12.68859 10.47217 7.91885 0.134 0.590 1.988
C 10.75609 9.65631 6.75302 -2.285 -1.178 -0.025
C 11.98639 8.49441 12.22726 0.534 0.927 0.640
C 14.40372 11.45465 10.48580 1.114 0.302 -0.534
C 10.58374 8.33801 14.86756 -0.282 -0.967 0.268
C 12.01644 10.41170 9.17365 0.220 -0.749 -0.966
C 7.59169 10.76379 11.50492 1.233 1.578 -0.527
C 13.15599 9.21210 11.55666 -0.547 0.878 1.211
C 12.04664 10.10695 6.76155 0.789 0.422 -0.161
C 9.25982 9.48411 12.66828 0.196 1.382 -0.366
C 14.60371 11.75569 14.22936 -0.713 -1.717 -0.270
C 8.72834 12.07316 15.27537 0.420 -0.968 -0.687
C 15.49634 10.63026 10.16753 -0.974 -1.781 -0.810
C 16.92642 12.52256 9.60634 -1.981 -1.750 1.210
C 16.16125 12.82058 15.65541 1.351 -1.819 0.872
C 10.98925 11.14230 17.97708 -0.696 -0.726 -0.208
C 12.71991 13.85474 14.82158 -1.251 0.975 -0.353
C 10.70440 9.88059 9.17174 0.178 0.646 -0.702
C 11.28713 6.64970 16.51372 -0.576 0.931 -0.751
C 13.08890 15.31688 14.75876 0.086 -0.541 -0.338
C 8.84580 10.68032 12.06211 0.978 0.549 0.690
C 15.89775 13.35844 10.00529 -0.734 -0.543 0.046
C 9.18123 11.91074 16.69434 0.177 -0.578 -0.137
C 12.33547 10.47020 17.93525 0.598 0.369 -1.035
C 9.48997 8.71406 15.67676 0.083 -0.038 0.781
C 10.03860 9.50784 7.98141 1.290 0.572 0.157
C 16.69995 12.40572 13.19825 0.449 -0.200 0.212
C 7.14183 8.43930 12.04844 0.976 0.521 0.039
C 8.43110 8.38682 12.65796 -2.140 -0.315 -0.590
H 16.17233 12.27327 12.23151 0.282 0.116 0.851
H 9.00756 12.81346 17.22986 -0.097 0.917 0.539
H 6.45138 7.57054 11.95963 0.842 0.740 0.281
H 17.11914 13.43136 13.30966 -0.386 -0.754 -0.272
H 8.71736 8.50620 17.69241 -0.553 0.132 0.220
H 16.04067 14.41662 9.98072 -0.042 0.554 0.007
H 12.22689 6.96685 14.62376 0.002 -0.039 -0.014
H 12.64154 10.25437 5.87427 -0.323 -0.241 -0.447
H 17.29163 12.89902 15.55803 -1.467 0.078 0.687
H 8.73222 7.50778 13.16190 0.248 -0.977 0.318
H 15.88199 12.06225 16.48501 0.581 1.595 -1.088
H 13.56867 8.52193 10.86742 0.566 -0.583 -0.810
H 11.93655 5.85990 16.80547 0.347 -0.525 0.139
H 17.47578 10.42797 9.46421 -0.098 0.032 -0.134
H 9.51821 11.55781 12.06909 -0.476 -0.600 -0.113
H 12.24012 15.87544 14.38974 -0.341 0.164 0.348
H 12.40843 9.59738 18.55940 -0.245 -0.354 0.189
H 8.63566 11.12613 17.24777 -0.064 0.363 -0.518
H 10.28696 9.36941 5.77210 0.402 0.382 1.227
H 13.89330 9.43009 12.34284 0.026 -0.095 -0.332
H 8.99700 9.17683 8.10109 0.596 0.068 -0.585
H 7.30479 11.68423 10.97828 0.008 -0.449 0.400
H 5.93317 9.78710 10.87186 -1.168 -0.278 -0.131
H 8.70074 9.41595 15.31562 0.868 -0.508 0.359
H 12.39127 7.63988 12.72170 0.064 -0.782 0.386
H 12.27737 9.20130 16.29867 -0.253 0.664 0.105
H 13.76263 13.43632 10.72926 1.220 -0.030 -0.453
H 11.26852 8.18000 11.52432 -0.814 -0.650 -1.107
H 15.69501 13.80033 15.79156 0.073 -0.251 -0.086
H 17.87769 12.88686 9.35696 1.035 0.463 -0.570
H 10.17559 6.76209 18.37596 0.221 -0.041 -0.698
H 17.50064 11.64742 13.31335 -0.280 0.582 -0.328
H 13.70552 10.87491 7.84135 -0.377 -0.207 0.192
H 13.60158 9.99310 16.25574 1.320 0.442 0.266
H 13.04143 11.19397 18.30017 0.558 0.322 0.130
H 15.41104 9.52811 10.04839 -0.256 0.809 0.575
H 10.15772 9.90192 10.10558 -0.130 -0.251 -0.026
```
Forces are in eV/Å.

Summary:
E: -98255.943 eV
Charge: +2
HOMO: -12.95 eV